[1]
DFT (the ωB97M-V functional and the def2-TZVPD basis) results for a structure of composition C12H32FN2O12P2V in a non-equilibrium geometry.

Geometry (Å):
O -25.944 -2.831 -6.708
V -27.596 -3.171 -6.780
O -27.972 -3.111 -8.349
F -28.582 -1.369 -6.097
C -25.155 0.614 -5.213
C -25.325 0.569 -6.678
O -24.416 0.974 -7.355
N -26.471 0.187 -7.292
C -26.778 0.318 -8.759
H -24.286 1.257 -5.073
H -25.031 -0.305 -4.639
H -26.042 1.148 -4.872
H -27.202 -0.190 -6.707
H -25.949 0.385 -9.463
H -27.320 1.263 -8.801
H -27.520 -0.436 -9.020
C -25.185 -5.306 -4.420
C -26.020 -4.148 -4.048
O -27.114 -4.097 -4.509
N -25.580 -3.352 -3.088
C -26.460 -2.359 -2.361
H -24.488 -5.554 -3.619
H -24.545 -5.080 -5.274
H -25.813 -6.178 -4.599
H -24.623 -3.467 -2.787
H -25.938 -1.891 -1.527
H -27.241 -2.979 -1.920
H -26.756 -1.572 -3.054
C -31.266 -3.569 -3.737
O -31.180 -4.817 -4.474
P -30.886 -4.782 -6.026
O -29.596 -4.114 -6.383
O -32.265 -4.080 -6.532
C -32.370 -3.921 -7.970
O -31.132 -6.352 -6.526
C -32.080 -7.132 -5.803
H -32.143 -3.480 -3.095
H -31.145 -2.629 -4.276
H -30.569 -3.643 -2.902
H -32.445 -2.847 -8.135
H -33.206 -4.511 -8.347
H -31.472 -4.226 -8.508
H -31.696 -8.003 -5.272
H -32.855 -7.457 -6.496
H -32.598 -6.554 -5.038
C -24.095 -5.062 -8.559
O -24.789 -6.272 -8.553
P -26.354 -6.397 -8.240
O -26.923 -5.338 -7.320
O -26.952 -6.390 -9.722
C -28.384 -6.461 -9.750
O -26.510 -7.954 -7.764
C -25.730 -8.955 -8.431
H -24.418 -4.412 -9.373
H -23.040 -5.337 -8.561
H -24.326 -4.573 -7.613
H -28.853 -6.640 -8.782
H -28.767 -7.192 -10.462
H -28.686 -5.480 -10.117
H -25.130 -8.663 -9.292
H -26.330 -9.834 -8.667
H -24.979 -9.368 -7.758

Output
HOMO level (eV): -7.88

***

[2]
DFT (the ωB97M-V functional and the def2-TZVPD basis) results for a structure of composition C12H32FO4Rb2 in a non-equilibrium geometry.

Geometry (Å):
Rb -12.395 -6.873 -10.928
Rb -10.227 -11.313 -9.762
F -10.534 -9.088 -11.643
C -7.367 -7.291 -10.004
C -8.090 -8.319 -9.139
C -7.721 -8.156 -7.669
O -9.504 -8.149 -9.327
H -7.634 -7.378 -11.062
H -6.287 -7.449 -9.978
H -7.675 -6.302 -9.671
H -7.858 -9.352 -9.433
H -7.865 -7.103 -7.427
H -6.700 -8.491 -7.512
H -8.369 -8.785 -7.057
H -9.672 -8.304 -10.278
C -14.135 -9.829 -12.976
C -13.836 -10.818 -11.857
C -13.152 -12.125 -12.288
O -13.071 -10.234 -10.808
H -13.387 -9.061 -13.177
H -15.057 -9.303 -12.716
H -14.326 -10.362 -13.910
H -14.795 -11.146 -11.449
H -13.012 -12.894 -11.529
H -12.164 -11.874 -12.705
H -13.653 -12.631 -13.119
H -12.175 -10.001 -11.097
C -6.217 -10.913 -13.567
C -7.270 -10.087 -12.870
C -7.717 -8.937 -13.778
O -8.397 -10.892 -12.551
H -6.544 -11.411 -14.482
H -5.814 -11.655 -12.875
H -5.413 -10.272 -13.933
H -6.858 -9.633 -11.962
H -6.924 -8.245 -14.075
H -8.494 -8.347 -13.283
H -8.102 -9.322 -14.725
H -9.207 -10.380 -12.409
C -11.245 -8.834 -15.418
C -11.013 -7.415 -14.894
C -11.747 -6.386 -15.730
O -11.536 -7.321 -13.559
H -12.238 -9.200 -15.169
H -10.494 -9.502 -14.991
H -11.114 -8.882 -16.501
H -9.944 -7.186 -14.893
H -11.677 -5.411 -15.235
H -12.807 -6.617 -15.823
H -11.265 -6.259 -16.697
H -11.067 -7.938 -12.960

Output
HOMO level (eV): -12.66
Charge: +1

***

[3]
DFT (the ωB97M-V functional and the def2-TZVPD basis) results for a structure of composition C12H32IOP2RuSi in a non-equilibrium geometry.

Geometry (Å):
C 2.985 0.118 -1.680
I 4.908 -0.106 -1.100
H 2.269 0.158 -0.781
H 2.946 1.034 -2.219
H 2.661 -0.721 -2.299
Ru -0.080 0.015 -0.750
P 0.022 2.333 -0.862
C -1.119 3.156 0.289
C 1.606 3.098 -0.361
H 1.571 4.176 -0.562
H -0.298 4.291 -2.292
H 2.448 2.669 -0.908
H 0.203 2.847 -3.228
H -0.816 3.010 1.322
H 1.779 2.959 0.710
C -0.428 3.202 -2.404
H -1.161 4.231 0.099
H -1.480 2.995 -2.639
H -2.127 2.754 0.172
P 0.321 -2.172 -1.294
C -1.048 -3.209 -0.640
C 0.376 -2.781 -3.040
H 2.715 -2.540 -0.884
H 1.830 -4.083 -0.966
H 1.706 -3.078 0.511
C 1.786 -3.048 -0.587
H 1.141 -2.223 -3.600
H 0.610 -3.862 -3.075
H -1.035 -4.204 -1.110
H -2.010 -2.722 -0.850
H -0.608 -2.607 -3.496
H -0.936 -3.326 0.446
C -1.800 -0.003 -1.425
O -2.838 -0.017 -2.006
C -0.181 -1.062 3.778
Si -0.950 -0.132 2.322
C -2.469 -1.004 1.692
C -1.599 1.483 3.123
C 0.495 0.079 1.160
H -0.694 -0.781 4.710
H 0.880 -0.788 3.866
H -0.251 -2.148 3.633
H -3.273 -0.916 2.435
H -2.847 -0.592 0.749
H -2.293 -2.070 1.532
H -0.768 2.169 3.378
H -2.332 2.008 2.485
H -2.104 1.200 4.069
H 1.193 -0.778 1.228
H 1.089 0.989 1.350

Output
HOMO level (alpha / beta) (eV): -12.73 / -15.40
Multiplicity: 6
Charge: +2

***

[4]
DFT (the ωB97M-V functional and the def2-TZVPD basis) results for a structure of composition C12H32N8O2Ru in a non-equilibrium geometry.

Geometry (Å):
Ru 1.143 -1.147 0.661
N 2.919 -1.645 -0.585
C 3.003 -3.128 -0.666
C 2.817 -3.637 0.736
N 1.517 -3.129 1.270
C 1.584 -3.170 2.772
C 2.337 -1.950 3.269
N 1.639 -0.774 2.688
C 0.430 -4.041 0.779
C -0.864 -3.276 0.717
N -0.607 -2.095 -0.161
H 2.931 -1.242 -1.521
H 3.768 -1.297 -0.138
H 3.947 -3.476 -1.087
H 2.206 -3.464 -1.329
H 3.619 -3.260 1.370
H 2.849 -4.726 0.800
H 2.056 -4.099 3.099
H 0.563 -3.174 3.157
H 3.367 -1.934 2.915
H 2.365 -1.915 4.358
H 2.126 0.094 2.908
H 0.719 -0.675 3.125
H 0.377 -4.938 1.398
H 0.698 -4.368 -0.227
H -1.153 -2.890 1.695
H -1.683 -3.895 0.351
H -1.398 -1.455 -0.115
H -0.537 -2.396 -1.133
N 1.304 1.234 -0.223
C 0.337 2.180 0.275
C -0.192 3.291 -0.603
C -0.708 2.999 -2.014
C -2.113 2.404 -2.106
N -3.143 3.237 -1.498
C -3.875 4.166 -2.112
N -3.654 4.489 -3.384
N -4.841 4.787 -1.439
C -0.987 1.210 0.894
O -2.058 1.741 0.767
O -0.483 0.153 1.387
H 2.222 1.337 0.195
H 1.395 1.217 -1.233
H 0.628 2.547 1.258
H 0.640 3.999 -0.690
H -0.952 3.815 -0.023
H -0.027 2.367 -2.594
H -0.702 3.957 -2.540
H -2.185 1.441 -1.610
H -2.371 2.209 -3.149
H -3.343 3.059 -0.524
H -2.920 4.065 -3.921
H -4.240 5.155 -3.858
H -5.076 4.532 -0.495
H -5.394 5.512 -1.866

Output
HOMO level (alpha / beta) (eV): -16.90 / -16.93
Multiplicity: 2
Charge: +3

***

[5]
DFT (the ωB97M-V functional and the def2-TZVPD basis) results for a structure of composition C12H32O4Ti in a non-equilibrium geometry.

Geometry (Å):
Ti -0.461 0.002 -0.079
C 2.871 -0.565 -0.853
C 2.705 -1.773 0.074
C 3.705 -1.732 1.208
O 1.354 -1.646 0.585
H 2.560 0.338 -0.320
H 2.209 -0.687 -1.713
H 3.894 -0.401 -1.188
H 2.815 -2.672 -0.535
H 4.702 -1.819 0.774
H 3.577 -2.610 1.847
H 3.630 -0.815 1.787
H 1.280 -2.070 1.445
C -0.369 0.223 4.072
C -0.012 1.372 3.149
C 1.462 1.478 2.816
O -0.705 1.131 1.883
H -0.194 -0.735 3.587
H -1.438 0.301 4.301
H 0.126 0.284 5.040
H -0.336 2.324 3.571
H 1.958 1.859 3.717
H 1.616 2.309 2.123
H 1.938 0.560 2.487
H -1.648 1.274 2.014
C -1.790 3.308 -0.454
C -1.708 2.880 -1.913
C -0.712 3.739 -2.664
O -1.374 1.472 -1.914
H -0.942 2.939 0.135
H -2.690 2.908 0.021
H -1.775 4.388 -0.316
H -2.722 2.996 -2.300
H -1.203 4.401 -3.380
H -0.147 3.136 -3.395
H 0.009 4.233 -2.024
H -1.348 1.226 -2.845
C -2.779 -3.518 -1.831
C -1.456 -2.940 -1.358
C -0.777 -2.188 -2.492
O -1.683 -1.944 -0.346
H -2.608 -4.345 -2.511
H -3.406 -2.724 -2.236
H -3.329 -3.884 -0.954
H -0.788 -3.735 -1.019
H -0.789 -2.739 -3.429
H 0.285 -2.018 -2.269
H -1.241 -1.208 -2.622
H -2.267 -2.314 0.323

Output
HOMO level (alpha / beta) (eV): -7.97 / -13.80
Multiplicity: 4
Charge: +1

***

[6]
DFT (the ωB97M-V functional and the def2-TZVPD basis) results for a structure of composition C12H33B3F12O5V2 in a non-equilibrium geometry.

Geometry (Å):
V -4.057 17.638 13.849
V -4.463 19.359 17.356
O -4.593 17.829 15.888
H -4.227 16.969 16.115
B -1.703 19.276 15.513
F -1.050 18.107 15.909
F -2.591 18.960 14.406
F -2.568 19.715 16.544
F -0.795 20.239 15.176
B -5.613 15.691 12.720
F -4.784 15.700 13.859
F -5.353 17.006 12.170
F -5.171 14.762 11.803
F -6.925 15.576 13.116
B -6.584 20.963 15.835
F -6.733 22.087 15.043
F -6.981 21.132 17.157
F -7.231 19.864 15.239
F -5.164 20.620 15.853
C -8.399 18.664 18.614
C -7.032 18.829 19.249
C -6.916 18.159 20.599
O -6.065 18.172 18.371
H -8.717 17.615 18.645
H -8.417 18.973 17.570
H -9.178 19.224 19.136
H -6.786 19.890 19.179
H -7.636 18.424 21.369
H -5.911 18.259 21.019
H -6.983 17.081 20.412
H -6.454 17.325 18.057
C -0.295 14.984 13.886
C -1.831 14.858 14.054
C -2.255 13.859 15.109
O -2.307 16.162 14.490
H 0.011 14.096 13.328
H 0.202 14.934 14.856
H -0.057 15.897 13.352
H -2.219 14.601 13.070
H -3.332 13.699 15.148
H -1.922 14.099 16.121
H -1.779 12.903 14.850
H -1.796 16.431 15.265
C -7.769 13.937 16.364
C -6.976 14.335 17.599
C -5.872 13.364 18.000
O -6.426 15.656 17.394
H -8.440 13.100 16.581
H -7.153 13.603 15.523
H -8.382 14.769 16.019
H -7.741 14.486 18.366
H -6.171 12.542 18.652
H -5.185 13.986 18.580
H -5.380 12.894 17.148
H -5.855 15.560 16.617
C -0.975 17.369 19.636
C -2.393 17.199 19.043
C -3.308 16.363 19.911
O -2.945 18.557 18.962
H -1.084 17.848 20.607
H -0.461 18.012 18.919
H -0.429 16.428 19.638
H -2.359 16.827 18.020
H -4.376 16.475 19.726
H -3.160 16.587 20.972
H -3.083 15.302 19.764
H -2.656 18.954 19.793

Output
HOMO level (alpha / beta) (eV): -8.99 / -11.22
Multiplicity: 7

***

[7]
DFT (the ωB97M-V functional and the def2-TZVPD basis) results for a structure of composition C12H33ClN3O3Pd in a non-equilibrium geometry.

Geometry (Å):
Pd 35.681 11.116 3.626
Cl 37.671 9.853 4.161
C 35.509 5.576 7.027
C 35.435 5.882 5.540
C 34.149 5.371 4.948
O 34.123 5.662 3.564
C 32.966 5.154 2.949
N 35.504 7.348 5.324
H 35.569 4.508 7.241
H 34.647 6.000 7.543
H 36.419 6.009 7.449
H 36.259 5.389 5.008
H 33.276 5.791 5.462
H 34.142 4.279 5.075
H 32.038 5.618 3.307
H 32.881 4.067 3.061
H 33.015 5.353 1.875
H 36.460 7.646 5.517
H 35.495 7.413 4.306
C 36.788 11.588 -0.594
C 35.980 11.384 0.677
C 35.636 9.917 0.850
O 34.973 9.736 2.092
C 34.341 8.459 2.207
N 36.734 11.861 1.883
H 37.237 12.579 -0.635
H 36.173 11.444 -1.483
H 37.584 10.841 -0.677
H 35.019 11.894 0.570
H 36.542 9.299 0.796
H 34.987 9.628 0.021
H 35.068 7.684 2.450
H 33.867 8.177 1.264
H 33.573 8.482 2.974
H 36.956 12.840 1.696
H 37.648 11.399 1.827
C 40.080 5.794 2.775
C 40.856 7.078 2.510
C 40.454 7.642 1.146
O 41.174 8.827 0.906
C 40.558 9.660 -0.038
N 40.626 8.033 3.603
H 39.007 6.013 2.723
H 40.314 5.436 3.774
H 40.297 5.037 2.022
H 41.927 6.865 2.452
H 39.373 7.868 1.159
H 40.659 6.902 0.361
H 40.267 9.111 -0.942
H 41.270 10.430 -0.334
H 39.675 10.161 0.394
H 39.684 8.399 3.467
H 41.224 8.837 3.428

Output
HOMO level (alpha / beta) (eV): -11.45 / -11.45
Multiplicity: 3
Charge: +1

***

[8]
DFT (the ωB97M-V functional and the def2-TZVPD basis) results for a structure of composition C12H35AgO6S5.

Geometry (Å):
Ag -0.166 0.510 -0.175
C -1.410 0.455 -4.469
C -1.385 -0.635 -3.402
O -1.127 -0.146 -2.167
H -1.708 0.073 -5.452
H -0.392 0.852 -4.558
H -2.054 1.278 -4.154
H -0.628 -1.400 -3.727
H -2.351 -1.202 -3.435
C -2.958 -2.446 -0.468
S -1.203 -2.658 -0.250
O -0.788 -1.543 0.659
C -1.261 -4.114 0.802
H -3.453 -2.330 0.494
H -3.369 -3.284 -1.034
H -3.071 -1.544 -1.073
H -0.290 -4.215 1.284
H -1.438 -4.989 0.175
H -2.051 -4.023 1.546
C -0.948 1.035 4.098
S -1.314 2.242 2.823
O -1.651 1.466 1.606
C -2.896 2.740 3.519
H -0.846 1.555 5.051
H -0.025 0.532 3.827
H -1.786 0.339 4.130
H -3.507 1.836 3.536
H -3.347 3.465 2.848
H -2.758 3.121 4.528
C 0.579 4.506 -2.676
S -0.391 3.270 -1.830
O 0.505 2.681 -0.782
C -1.457 4.431 -0.947
H -0.122 5.080 -3.289
H 1.300 4.038 -3.342
H 1.086 5.160 -1.968
H -2.272 4.711 -1.611
H -0.873 5.278 -0.591
H -1.823 3.856 -0.098
C 3.401 -3.502 -2.491
S 2.353 -3.074 -1.103
O 3.188 -3.051 0.134
C 2.134 -1.384 -1.614
H 4.342 -2.962 -2.393
H 2.890 -3.171 -3.395
H 3.543 -4.578 -2.538
H 3.115 -0.919 -1.733
H 1.595 -0.834 -0.847
H 1.538 -1.350 -2.526
C 1.994 -1.653 2.456
S 2.828 -0.149 1.990
O 1.770 0.806 1.563
C 3.292 0.359 3.656
H 2.716 -2.357 2.869
H 1.609 -2.098 1.539
H 1.148 -1.447 3.111
H 2.418 0.773 4.154
H 4.065 1.121 3.575
H 3.708 -0.509 4.164

Output
HOMO level (eV): -6.33